Here is an isolated ion of composition C6H12NOS and charge +1 at a distorted geometry from OMol25. Energies are from the ωB97M-V functional and the def2-TZVPD basis.

The geometry in XYZ format:
```
21
Properties=species:S:1:pos:R:3:forces:R:3:lowdin_charge:R:1
H 4.1495 -0.6616 -0.2080 0.5 0.5 -0.7 0.08
H 1.6593 0.2332 1.3517 0.3 -0.5 0.1 0.10
N -1.8926 0.5560 -0.0898 1.7 -1.2 -0.4 -0.15
C -0.6057 0.3026 -0.2593 -0.5 -0.2 0.7 0.03
H 4.1258 0.5707 1.1589 0.1 -0.3 -0.6 0.09
S 2.0777 1.6225 -0.4190 -0.8 -0.7 -0.1 0.81
H 1.6181 -2.1635 -0.1005 -0.8 2.2 0.2 0.18
C 3.6590 -0.3002 0.6740 -0.3 0.5 0.2 -0.11
C 2.1836 0.0015 0.4133 0.0 0.6 0.0 -0.71
H -2.5216 2.3528 0.8757 0.5 -0.9 -2.6 0.17
H -3.4709 1.9221 -0.5479 -0.6 -0.8 -0.5 0.08
H -2.9258 -0.6999 1.3202 0.0 0.1 -0.2 0.11
C -2.9787 -0.3792 0.2795 -0.8 -0.8 -1.5 0.02
C 1.3398 -1.0491 -0.3310 3.0 -1.5 -1.2 -0.21
H 1.4160 -0.9938 -1.4440 0.1 0.3 0.8 0.14
H -3.9180 0.1895 0.0127 1.0 -1.0 0.9 0.11
C -2.4544 1.8603 -0.2322 0.7 3.7 2.7 -0.05
H -2.9571 -1.2192 -0.4501 0.1 0.2 0.9 0.12
H 3.8121 -1.1051 1.3506 -0.4 -0.8 0.9 0.08
H -1.9145 2.5057 -0.9171 0.5 0.0 0.3 0.10
O 0.0311 -0.7944 0.0486 -4.1 0.8 0.2 0.00
```
Forces are in eV/Å.

Results
- Net charge: +1

---

Here is an isolated ion of composition C3H9N2OS and charge +1 at a distorted geometry from OMol25. Energies are from the ωB97M-V functional and the def2-TZVPD basis.

The geometry in XYZ format:
```
16
Properties=species:S:1:pos:R:3:forces:R:3:lowdin_charge:R:1
H 0.1116 1.9898 1.1736 0.6 -2.6 -0.3 0.16
H 2.2537 -1.6023 -1.0792 -0.6 0.8 0.1 0.13
C -1.9640 1.2411 -0.7403 2.2 -0.9 0.5 -0.20
C -0.0586 -0.1021 0.5680 0.9 3.9 1.9 -0.37
N 0.5722 -1.1471 0.2042 -1.3 -1.9 -0.6 0.00
H -2.0634 2.1463 -0.2347 0.2 1.4 1.8 0.04
S -1.9596 -0.2364 0.3753 1.6 1.1 -0.1 1.03
H 2.3211 -2.0704 0.5657 0.1 0.0 0.0 0.12
N 0.6137 1.0380 1.0776 -2.8 0.4 -1.1 0.14
H 1.5601 1.2438 0.8107 0.4 -0.5 0.0 0.09
H -1.1452 1.3846 -1.4333 0.5 -0.7 0.0 0.08
O -1.8961 -1.4731 -0.3885 -1.0 -0.8 -0.5 -0.49
H -2.8006 1.2968 -1.3083 -3.0 -0.8 -1.8 0.03
C 1.9610 -1.2566 -0.0748 1.6 -1.5 1.1 -0.01
H 0.0346 -2.0547 0.1595 0.1 1.5 -0.5 0.19
H 2.4596 -0.3975 0.3246 0.6 0.5 -0.5 0.08
```
Forces are in eV/Å.

Results
- Net charge: +1

---

Here is C8H19NO3 as an isolated structure at a distorted geometry from OMol25. Energies are from the ωB97M-V functional and the def2-TZVPD basis.

The geometry in XYZ format:
```
31
Properties=species:S:1:pos:R:3:forces:R:3:lowdin_charge:R:1
H 2.0209 1.3696 -0.6250 0.0 -0.2 0.0 0.12
H 2.7695 -2.2758 -0.6258 -0.1 0.2 -0.6 0.12
H -4.2117 -1.5935 -1.5292 -0.1 -0.2 -0.2 0.08
O -3.9044 -1.2846 1.1017 -0.2 0.2 -0.3 -0.04
H -1.6361 1.1116 -1.2612 0.1 0.0 -0.2 0.10
H -0.2896 1.9788 1.2020 -0.2 0.1 -0.4 0.08
H -4.5321 0.1198 -1.2074 0.0 -0.1 0.0 0.09
H -3.2394 1.3562 0.4726 0.0 -0.4 0.0 0.13
H 3.5707 -1.2655 -1.9091 -0.3 0.0 0.0 0.13
H -2.1863 0.4747 1.5535 0.3 0.0 -0.4 0.13
H 4.6162 1.2118 0.4575 -0.5 -0.3 0.4 0.10
C 3.3299 -0.3136 0.1022 -1.2 0.3 0.1 -0.48
C 1.9485 0.3394 -0.2602 -0.2 -0.3 1.5 -0.13
H -2.2158 -1.4837 -0.0213 -0.2 0.1 0.0 0.15
C 3.4870 -1.0223 1.4675 -0.1 0.1 -0.9 -0.01
O 4.4133 0.5252 -0.1826 0.9 -0.3 -1.2 0.00
H 1.2368 0.2132 0.5650 -0.1 0.5 -0.2 0.11
H -1.3288 3.0321 0.1818 0.1 -0.1 0.1 0.08
N -1.3107 0.9437 -0.3208 0.0 -0.1 0.4 -0.11
C 2.8847 -1.2635 -1.0533 1.3 -0.6 0.6 -0.12
H 0.2108 2.3793 -0.4529 -0.4 0.0 0.2 0.06
C -2.4602 0.5567 0.4874 -0.3 0.7 0.8 -0.22
H 3.7331 -0.3436 2.2728 0.0 0.4 0.2 0.07
H 2.5572 -1.5210 1.7048 -0.2 -0.2 0.2 0.08
C -3.0555 -0.7769 0.0697 0.7 0.0 -0.2 -0.44
O 1.6301 -0.6190 -1.2762 0.8 0.2 0.0 -0.09
C -3.7496 -0.6490 -1.2665 -0.6 0.0 0.2 -0.06
H 4.2862 -1.7727 1.4319 -0.1 0.1 -0.2 0.09
H -3.0854 -0.3656 -2.0749 0.3 0.0 0.0 0.08
C -0.6627 2.1538 0.1747 0.2 0.0 0.1 -0.15
H -4.8266 -1.2155 0.8212 0.2 0.0 0.1 0.09
```
Forces are in eV/Å.

---

Here is AsF8NO4S2Sn as an isolated structure at a distorted geometry from OMol25. Energies are from the ωB97M-V functional and the def2-TZVPD basis.

The geometry in XYZ format:
```
17
Properties=species:S:1:pos:R:3:forces:R:3:lowdin_charge:R:1
O 1.0571 1.5462 0.6402 1.8 0.6 3.5 -0.59
As -1.2600 -0.5139 -2.6805 6.3 1.4 -0.8 1.25
O -1.7756 -1.1919 1.3111 -0.6 -2.1 3.0 -0.31
O 2.2591 -0.1932 1.7073 2.9 -2.5 0.3 -0.27
F -0.6838 -1.2900 3.8030 -1.8 -1.1 1.3 -0.14
F -2.0364 -0.4598 -1.2023 -1.4 -0.8 -1.3 -0.13
F 1.1934 3.2870 -1.8997 0.8 -2.4 0.6 -0.61
F 0.0084 0.3078 -1.3990 -0.8 -0.8 -1.6 -0.48
O 0.4090 -2.0713 1.9123 0.7 -1.7 0.2 -0.27
S -0.6696 -1.2411 2.2674 0.5 5.7 -4.9 0.55
S 1.2619 0.7017 2.0411 -8.3 -0.6 -9.9 0.57
Sn 1.9276 1.3369 -1.3617 -0.7 2.5 0.5 1.36
N -0.3570 0.4188 2.1467 3.3 -1.9 1.1 -0.29
F 0.1864 -1.5065 -3.1681 -3.3 0.9 1.3 -0.23
F 1.5802 1.2472 3.3269 1.8 3.7 4.4 -0.04
F -0.6880 0.7784 -3.7086 -1.8 -1.1 1.2 -0.20
F -2.4127 -1.1564 -3.7362 0.5 0.3 1.0 -0.15
```
Forces are in eV/Å.

---

Here is C31H29MnN5P2S2 as an isolated structure at a distorted geometry from OMol25. Energies are from the ωB97M-V functional and the def2-TZVPD basis.

The geometry in XYZ format:
```
70
Properties=species:S:1:pos:R:3:forces:R:3:lowdin_charge:R:1
H -2.8904 0.8395 0.0806 0.0 0.0 0.0 0.06
H 3.1695 1.7020 -4.3285 0.0 0.0 0.0 0.12
C -0.4328 1.8287 3.1828 0.1 0.1 0.1 -0.10
C 0.0664 0.2146 5.4052 0.0 0.0 0.0 -0.05
H -2.3547 -0.4823 1.1143 0.1 -0.1 0.0 0.06
N 0.6146 -3.6328 0.2287 -0.4 0.2 0.3 -0.01
S -4.2147 -3.8897 -0.3998 -0.2 -0.1 0.0 1.15
C 2.0005 0.3250 0.9946 0.2 0.1 0.1 -0.35
H -2.3717 1.1673 1.7279 0.0 0.0 0.0 0.08
H -3.3722 0.6217 -5.2320 0.0 0.0 0.0 0.12
N -0.7710 0.8177 0.3744 -0.2 0.1 0.1 -0.45
C -3.7715 2.2454 -3.8870 0.0 0.1 0.1 -0.04
C -3.1553 -2.5853 -0.7389 0.2 0.0 0.1 -0.66
H -4.5282 2.6875 -4.5219 0.0 0.0 0.0 0.12
H 4.6163 2.2640 1.9192 0.0 0.0 0.0 0.12
H 3.8080 -4.0513 0.7661 0.0 0.0 0.0 0.12
C 4.0466 1.5358 1.3569 0.0 0.0 0.0 -0.04
H 3.0766 -2.6880 0.0159 0.0 0.0 0.0 0.07
C 2.7362 1.2572 1.7210 0.0 0.0 0.0 -0.05
C 4.6285 0.8842 0.2774 0.0 0.0 0.0 -0.03
H -0.6228 2.4533 2.3185 0.0 0.0 0.0 0.11
H -0.4449 1.9410 6.5662 0.0 0.0 0.0 0.12
H -2.9628 -0.7882 -1.6887 0.0 0.1 -0.1 0.04
C -3.4343 2.8563 -2.6808 0.0 0.0 0.0 -0.04
H -3.9309 3.7701 -2.3801 0.0 0.0 0.0 0.12
H 0.2541 -0.4097 6.2684 0.0 0.0 0.0 0.12
C 2.6034 -0.3338 -0.0751 0.1 0.1 0.0 -0.18
H -1.6465 -0.3824 -3.7858 0.0 0.0 0.0 0.11
C -3.1296 1.0839 -4.2838 0.1 0.0 0.0 -0.05
C -0.4382 -4.4811 0.6057 0.0 0.2 -0.3 -0.33
C 1.6399 1.1282 -2.9381 0.0 0.0 -0.1 -0.10
C -1.8292 1.1200 -2.2475 0.1 -0.1 -0.1 -0.39
C 0.2164 -0.3052 4.1276 0.0 0.0 0.0 -0.08
N 2.9772 -3.5985 0.4270 -0.1 0.0 0.0 0.14
H 0.5219 -1.3376 3.9980 0.0 0.0 0.0 0.11
C 2.0889 3.5851 -1.7211 0.0 0.0 0.0 -0.05
H -0.8934 3.3648 4.5989 0.0 0.0 0.0 0.12
C 2.5989 1.9888 -3.4542 0.0 0.0 0.0 -0.06
H -3.0610 -5.7783 0.6685 0.0 0.0 -0.1 0.10
H 2.0299 -1.0394 -0.6829 0.0 -0.1 -0.1 0.06
C 3.9061 -0.0568 -0.4504 0.0 0.0 0.0 -0.06
C -0.0841 -5.5952 1.2543 0.1 -0.3 0.2 -0.31
H -0.7136 -6.3761 1.6504 0.0 0.0 -0.1 0.10
C -1.7762 -4.0771 0.2070 0.2 0.2 -0.2 -0.33
C 1.7706 -4.1509 0.6206 0.1 0.1 -0.1 -0.65
H -4.5599 -1.3946 -1.6052 0.0 0.0 0.0 0.12
H 3.5666 3.8918 -3.2472 0.0 0.0 0.0 0.12
N -1.8970 -2.8076 -0.3720 0.1 0.3 0.2 -0.02
C -0.5812 2.3375 4.4633 0.0 0.0 0.0 -0.05
N -3.6061 -1.4512 -1.2894 -0.1 -0.1 0.0 0.15
H 4.3583 -0.5545 -1.3003 0.0 0.0 0.0 0.12
C -2.1769 0.5616 0.8473 0.2 0.3 -0.1 -0.15
C 0.9014 1.5031 -1.8184 0.0 -0.1 0.0 -0.38
C -0.3292 1.5341 5.5699 0.0 0.0 0.0 -0.04
H 2.2647 4.5440 -1.2495 0.0 0.0 0.0 0.12
P 0.3153 -0.1413 1.3849 -0.6 0.3 -0.9 1.00
H 5.6489 1.1105 -0.0038 0.0 0.0 0.0 0.12
P -0.4455 0.4144 -1.3101 -0.3 0.2 0.6 0.98
C 1.1235 2.7316 -1.2055 0.1 0.0 0.0 -0.08
C -2.1597 0.5195 -3.4628 0.0 -0.1 -0.1 -0.12
C -0.0294 0.5040 3.0191 0.1 -0.4 0.2 -0.37
C -2.9065 -4.7876 0.2718 -0.3 -0.2 0.1 -0.30
H 1.4656 0.1686 -3.4168 0.0 0.0 0.0 0.11
C 2.8219 3.2168 -2.8446 0.0 0.0 0.0 -0.05
H 2.2927 1.7629 2.5692 0.0 0.0 0.0 0.11
S 1.6275 -5.6616 1.4265 0.1 -0.1 0.1 1.14
C -2.4572 2.3073 -1.8667 0.0 0.1 0.0 -0.08
H -2.1801 2.8051 -0.9441 0.0 0.0 0.0 0.11
H 0.5557 3.0164 -0.3261 0.0 0.0 -0.1 0.10
Mn -0.1539 -1.7733 -0.2692 0.7 -0.8 -0.3 0.51
```
Forces are in eV/Å.

Results
- Net charge: +2
- 2S+1: 2

---

Here is a single C6H9N molecule from OMol25. Energies are from the ωB97M-V functional and the def2-TZVPD basis.

The geometry in XYZ format:
```
16
Properties=species:S:1:pos:R:3:forces:R:3:lowdin_charge:R:1
N -2.2998 -0.5974 -1.5805 -0.2 -0.1 0.0 0.01
C -1.3928 -0.5492 -0.4411 0.1 0.0 0.2 -0.35
H 2.5019 0.5579 2.8520 0.0 0.0 -0.2 0.07
C -0.0187 -1.1562 -0.6439 0.0 0.0 -0.1 -0.17
H -0.0457 -2.2319 -0.4291 0.0 0.2 0.0 0.12
C 2.6133 0.8775 1.8107 0.1 0.0 0.1 -0.11
H -1.8121 -0.6994 0.5540 0.0 0.0 -0.2 0.14
H 0.2523 -1.0531 -1.7017 0.0 0.0 0.2 0.12
H 3.6599 0.7348 1.5235 -0.2 0.0 0.0 0.07
H -3.2603 -0.7167 -1.2720 0.1 0.0 -0.1 0.09
C -1.7732 0.6958 -1.1362 0.1 0.3 0.0 -0.15
C 0.9691 -0.4875 0.2112 0.3 0.3 0.3 -0.04
C 1.7165 0.1241 0.9334 -0.3 -0.3 -0.3 -0.08
H -1.0678 1.1628 -1.8205 -0.1 -0.1 0.1 0.10
H 2.3931 1.9492 1.7622 0.0 -0.2 0.0 0.08
H -2.4358 1.3893 -0.6222 0.1 -0.1 -0.1 0.10
```
Forces are in eV/Å.

Results
- Structure (SMILES): CC#CC[C@H]1CN1

---

In a.u., the E values for the records above are, in order, -763.57874 -702.32988 -596.61272 -4400.97346 -4102.08738 -288.67886.